(1)
Entry from OMol25: a molecular structure, C32H27CrN12O8S2 (wB97M-V/def2-TZVPD).

Positions of all 82 atoms, in Å:
Cr: 0.10564 0.40924 0.93812
C: -0.14332 4.64496 1.31799
C: -0.24309 3.15781 1.48057
N: 0.64738 2.32050 0.98197
N: 1.67013 2.83534 0.33643
C: 2.86602 2.28498 0.35574
N: 3.77675 2.85330 -0.45828
S: 3.36693 1.03796 1.39037
C: -1.21626 2.52033 2.29591
C: -2.15993 3.21780 3.06644
C: -2.96781 2.52119 3.93091
C: -2.81002 1.13555 4.01979
C: -1.88856 0.50830 3.20571
N: -1.11135 1.16194 2.33865
H: 0.55712 4.87583 0.51822
H: 0.20590 5.11737 2.23718
H: -1.11546 5.06687 1.07327
H: 3.51298 3.65327 -1.01361
H: 4.73446 2.57046 -0.36465
H: -2.22464 4.28748 2.95620
H: -3.71725 3.02973 4.51519
H: -3.41944 0.54481 4.68169
H: -1.78753 -0.57005 3.20737
N: 2.04054 -7.63979 0.36275
C: 1.30822 -6.48650 0.46856
C: 0.19922 -6.41770 1.32044
C: -0.58871 -5.28539 1.35291
C: -0.27943 -4.21541 0.53401
C: 0.83304 -4.24712 -0.28568
C: 1.63021 -5.37202 -0.31308
S: -1.31172 -2.77002 0.53960
O: -1.59650 -2.32123 -0.79765
O: -2.44562 -2.96403 1.40900
N: -0.38960 -1.54785 1.18351
C: 0.34913 -1.70616 2.26077
N: 0.97921 -0.52459 2.54082
C: 1.64539 -0.42447 3.67645
C: 1.75494 -1.51535 4.52667
C: 1.15620 -2.70214 4.11429
N: 0.45000 -2.80602 3.00401
H: 1.93393 -8.33797 1.07769
H: 2.94514 -7.58207 -0.07165
H: -0.03526 -7.26173 1.95283
H: -1.44132 -5.20432 2.00717
H: 1.08849 -3.38558 -0.87889
H: 2.50812 -5.39856 -0.94137
H: 2.10049 0.53428 3.89942
H: 2.29186 -1.44316 5.45592
H: 1.22302 -3.60627 4.70564
N: -2.07036 1.96072 -2.43837
C: -1.06794 1.35911 -1.76712
N: -1.38405 1.03151 -0.54201
C: -2.70995 1.39379 -0.39709
C: -3.61774 1.19986 0.63763
C: -4.87545 1.74670 0.50839
C: -5.26557 2.43243 -0.64286
C: -4.41556 2.56207 -1.72096
C: -3.14432 2.02296 -1.58541
H: -2.04258 2.25059 -3.40336
H: -0.11395 1.16821 -2.21651
H: -3.35001 0.61691 1.49820
H: -5.57533 1.64263 1.32211
H: -6.26075 2.84357 -0.70220
H: -4.72840 3.05456 -2.62877
O: 2.34188 -1.83171 -1.40711
C: 1.87447 -0.71457 -1.50496
O: 1.27338 -0.04821 -0.59948
C: 1.99464 0.03790 -2.83408
C: 2.01724 1.42551 -2.80715
C: 2.02762 2.15744 -3.99143
C: 2.01719 1.51964 -5.22520
C: 2.03046 0.13271 -5.23833
C: 2.03472 -0.61633 -4.06147
N: 2.01550 -0.54138 -6.52207
O: 2.08649 -1.74886 -6.52269
O: 1.92635 0.15059 -7.51368
N: 1.99990 3.58960 -3.91744
O: 2.23985 4.10470 -2.83505
O: 1.72386 4.20385 -4.93040
H: 1.99612 1.95387 -1.86691
H: 1.99819 2.07978 -6.14937
H: 2.03650 -1.69396 -4.11017

Calculated values
<S²>: 0.760
Multiplicity: 2
E in eV: -117971.5459
Orbital gap (alpha / beta) in eV: 6.13 / 6.46

Atomic partial charges in e from the Mulliken method, atoms 1 to 4: number 1, Cr, carries -1.22; number 2, C, carries -1.92; number 3, C, carries 0.84; number 4, N, carries 1.99

---

(2)
Entry from OMol25: a molecular structure, C32H27I2N3O2PS3SbTi (wB97M-V/def2-TZVPD).

Positions of all 72 atoms, in Å:
Ti: -0.66690 0.98782 -0.38621
I: 4.53878 6.14357 1.63748
C: 3.40745 4.48216 1.10612
C: 3.49181 3.32006 1.85488
C: 2.72098 2.21801 1.50724
I: 2.94028 0.49170 2.65587
C: 1.86051 2.26657 0.41531
O: 1.06427 1.23288 0.07401
C: 1.80088 3.43670 -0.34589
C: 0.88414 3.46814 -1.53279
N: -0.49556 3.08473 -1.13951
C: -1.11393 4.14990 -0.33521
C: -2.16909 3.59062 0.56168
C: -3.05172 4.42694 1.23604
C: -4.00046 3.86961 2.06428
C: -4.04724 2.48490 2.18889
C: -3.14452 1.72940 1.48218
N: -2.21017 2.26639 0.67871
C: 2.56390 4.53793 0.00604
H: 4.15382 3.26385 2.70715
H: 0.87906 4.46426 -1.98293
H: 1.20808 2.75403 -2.29002
H: -1.04928 2.99127 -2.00040
H: -0.34419 4.63276 0.27251
H: -1.54446 4.91242 -0.99036
H: -2.98450 5.49666 1.09537
H: -4.69989 4.49633 2.60024
H: -4.77928 1.99834 2.81589
H: -3.16188 0.64964 1.54034
H: 2.50166 5.43938 -0.58954
O: -0.54641 1.42298 2.50271
N: -0.63362 0.18957 1.84823
C: -0.40199 -0.81251 2.60096
C: -0.15472 -2.20834 2.23319
C: -0.15152 -3.09995 3.31259
C: 0.24131 -4.41293 3.14854
C: 0.67781 -4.83881 1.90081
C: 0.67356 -3.96312 0.82985
C: 0.24583 -2.64430 0.96791
P: 0.06443 -1.64008 -0.56715
C: -1.07330 -2.80144 -1.40468
C: -2.33836 -2.95498 -0.83460
C: -3.22989 -3.88620 -1.33329
C: -2.87077 -4.68316 -2.41393
C: -1.61050 -4.55388 -2.97210
C: -0.71035 -3.62338 -2.46541
C: 1.72759 -1.82689 -1.29631
C: 2.81190 -1.86440 -0.41902
C: 4.11296 -1.90331 -0.89360
C: 4.35196 -1.91574 -2.25911
C: 3.28355 -1.88029 -3.14277
C: 1.98217 -1.82391 -2.66911
H: -0.14566 1.26891 3.37299
H: -0.28487 -0.61226 3.66783
H: -0.45234 -2.74641 4.29128
H: 0.22790 -5.09377 3.98790
H: 1.01790 -5.85576 1.76060
H: 0.99711 -4.31383 -0.14241
H: -2.62707 -2.35169 0.01790
H: -4.20548 -3.99138 -0.87856
H: -3.56885 -5.40776 -2.81013
H: -1.31455 -5.18337 -3.80034
H: 0.27738 -3.56790 -2.89779
H: 2.64411 -1.86420 0.64903
H: 4.93744 -1.92766 -0.19363
H: 5.36591 -1.95291 -2.63381
H: 3.46089 -1.88779 -4.20976
H: 1.17049 -1.76270 -3.37672
S: -3.13603 2.62370 -3.16620
Sb: -2.37739 0.35098 -3.41453
S: -0.08975 0.60012 -2.69434
S: -2.90135 0.11380 -1.11044

Calculated values
Charge: +1
<S²>: 0.757
Multiplicity: 2
E in eV: -129833.7030
Relative energy (zero: lowest compared OMol25 entry of this formula, charge and spin) in kJ/mol: 98.8
Orbital gap (alpha / beta) in eV: 7.40 / 6.10

Atomic partial charges in e from the Mulliken method, atoms 1 to 4: number 1, Ti, carries 0.27; number 2, I, carries 0.12; number 3, C, carries -0.63; number 4, C, carries -0.32

---

(3)
Entry from OMol25: a molecular structure, C32H27N2O3PPdS (wB97M-V/def2-TZVPD).

Positions of all 67 atoms, in Å:
Pd: -0.30386 1.00063 0.01511
O: -2.93748 0.62789 -0.31352
S: -2.78651 1.22479 -1.62755
O: -4.02374 1.83226 -2.11640
O: -1.62641 2.07705 -1.86781
C: -2.57163 -0.23610 -2.69546
C: -3.49934 -0.42469 -3.71281
C: -3.47242 -1.57141 -4.48927
C: -2.50777 -2.54013 -4.24489
C: -1.57491 -2.34969 -3.23985
C: -1.59451 -1.20444 -2.43938
P: -0.27831 -0.95383 -1.14557
C: 1.15438 -1.34193 -2.24757
C: 1.75812 -2.58646 -2.43407
C: 2.86239 -2.72468 -3.26427
C: 3.38270 -1.62502 -3.93165
C: 2.77253 -0.38446 -3.77586
C: 1.67381 -0.24676 -2.94533
C: -0.48085 -2.52163 -0.21895
C: -1.73658 -3.10126 -0.02030
C: -1.89131 -4.19183 0.82149
C: -0.79969 -4.72899 1.48928
C: 0.44815 -4.13388 1.33668
C: 0.59851 -3.03534 0.50988
H: -4.23929 0.35019 -3.86376
H: -4.19988 -1.71572 -5.28033
H: -2.47924 -3.44139 -4.84875
H: -0.81828 -3.10551 -3.06554
H: 1.36383 -3.45689 -1.92433
H: 3.31862 -3.69984 -3.40061
H: 4.25104 -1.73378 -4.57165
H: 3.16678 0.47571 -4.30614
H: 1.19798 0.71747 -2.80123
H: -2.59825 -2.67602 -0.52022
H: -2.87275 -4.63132 0.96046
H: -0.92042 -5.59248 2.13314
H: 1.30175 -4.53005 1.87601
H: 1.56285 -2.54618 0.42723
C: 3.71543 4.34496 0.47818
C: 3.76724 3.05941 -0.35666
C: 4.43653 1.92015 0.42158
C: 4.52043 3.32548 -1.66853
C: 2.39487 2.65383 -0.67676
N: 1.33290 2.28379 -0.92827
H: 4.72604 4.71286 0.67193
H: 3.21352 4.16547 1.42885
H: 3.16094 5.11686 -0.05642
H: 5.47510 2.16735 0.65607
H: 4.41621 1.00352 -0.16912
H: 3.89676 1.72847 1.34901
H: 5.53880 3.66268 -1.45955
H: 4.01121 4.09666 -2.24772
H: 4.56664 2.41874 -2.27306
N: -4.85980 1.67661 8.90347
C: -4.29193 1.64864 7.89714
C: -3.58236 1.60951 6.67400
C: -2.73960 0.52412 6.37354
C: -2.02186 0.49381 5.20382
C: -2.10101 1.54580 4.25668
C: -2.97352 2.61970 4.56515
C: -3.69030 2.65115 5.73552
C: -1.35977 1.52012 3.07106
C: -0.67906 1.51443 2.03704
H: -2.67064 -0.29174 7.08380
H: -1.38154 -0.34798 4.97694
H: -3.06760 3.42071 3.84460
H: -4.35365 3.48066 5.95154

Calculated values
Charge: -2
Multiplicity: 1
E in eV: -66347.3308
Relative energy (zero: lowest compared OMol25 entry of this formula, charge and spin) in kJ/mol: 124.4
Orbital gap in eV: 4.32

Atomic partial charges in e from the natural (NBO) method, atoms 1 to 4: number 1, Pd, carries 0.13; number 2, O, carries -0.99; number 3, S, carries 2.40; number 4, O, carries -1.04

---

multiplicity of number 2 (C32H27I2N3O2PS3SbTi)? 2

---

Among the records above, which one has the lowest multiplicity? C32H27N2O3PPdS